# 1
C3H8N2S as an isolated structure at a distorted geometry, computed with ωB97M-V/def2-TZVPD.

Last column: Mulliken charge in e.
CARTESIAN COORDINATES (ANGSTROEM)
S -0.506 0.074 -0.680  -0.13
N -2.515 -0.571 0.029  -0.39
N -3.267 0.476 0.293  -0.29
C 2.219 -0.580 -0.146  -0.47
C 1.926 0.661 0.564  -0.47
C 1.292 0.367 -0.664  0.12
H -0.297 -0.964 -1.512  0.14
H -3.229 1.028 1.211  0.24
H 1.389 0.724 1.588  0.20
H 1.917 -1.551 0.408  0.18
H 2.586 1.538 0.509  0.17
H 3.219 -0.764 -0.574  0.21
H -3.210 0.985 -0.555  0.25
H -2.161 -0.780 1.018  0.24

Forces on atoms 1 to 2 (eV/Å):
S 2.8 0.7 -1.1
N 0.9 -2.4 3.8

Computed properties:
E_tot (a.u.): -626.565929
HOMO level (alpha / beta) (eV): -7.53 / -7.53
Energy relative to the best compared isomer or geometry (same formula, charge and spin) (eV): 7.003
2S+1: 1
HOMO-LUMO gap (alpha / beta) (eV): 7.50 / 7.71
Largest force on an atom (eV/Å): 5.08


# 2
The molecule C20H29N3O, computed with ωB97M-V/def2-TZVPD.

Last column: Mulliken charge in e.
CARTESIAN COORDINATES (ANGSTROEM)
O 1.198 -1.242 -2.353  -0.66
N -4.450 -0.221 0.191  0.11
N 4.403 0.301 1.014  -0.07
N 1.461 -2.458 -0.468  -0.11
C -2.676 -1.986 0.320  -1.07
C 0.740 -1.668 -1.308  0.16
C -1.391 -2.273 -0.082  -0.65
C -5.734 1.865 -0.296  -1.68
C -5.463 -0.824 1.014  -0.85
C -1.197 -0.161 -1.249  -0.98
C 3.765 -1.945 0.257  -0.52
C -0.645 -1.369 -0.857  0.57
C 4.691 2.480 0.045  -0.51
C -3.333 1.290 -1.051  0.50
C 2.859 -2.738 -0.686  -0.96
C -3.222 -0.762 -0.054  0.18
C 5.813 0.418 0.676  -0.72
C -2.951 2.502 -1.831  -1.71
C -2.487 0.159 -0.842  0.99
C -5.225 -0.549 2.499  -0.98
C -4.509 1.027 -0.401  0.79
C 3.633 -0.439 0.026  -0.25
C 5.964 1.664 -0.227  -0.60
C 3.988 1.686 1.164  -0.79
H 4.796 -2.262 0.097  0.33
H 3.508 -2.163 1.296  0.26
H -3.822 3.095 -2.096  0.39
H 6.027 1.375 -1.276  0.26
H -0.966 -3.233 0.177  0.54
H 3.067 -2.467 -1.724  0.40
H 4.341 2.029 2.141  0.37
H -3.238 -2.699 0.905  0.34
H 4.908 3.500 0.354  0.38
H -0.615 0.510 -1.862  0.46
H -5.995 -1.027 3.098  0.38
H 2.903 1.778 1.136  0.39
H -2.441 2.207 -2.746  0.37
H -6.440 -0.439 0.715  0.38
H -4.254 -0.935 2.800  0.31
H 3.923 -0.203 -1.008  0.21
H 2.583 -0.162 0.144  0.20
H 3.033 -3.812 -0.555  0.34
H -5.456 -1.903 0.834  0.40
H 6.867 2.219 0.023  0.36
H 1.094 -2.654 0.450  0.29
H -5.242 0.520 2.696  0.26
H 4.057 2.518 -0.840  0.24
H 6.179 -0.491 0.201  0.25
H -6.583 1.381 -0.782  0.33
H -2.269 3.129 -1.255  0.30
H -5.996 2.049 0.746  0.31
H -5.567 2.824 -0.778  0.40
H 6.366 0.563 1.609  0.40

Forces on atoms 1 to 2 (eV/Å):
O 0.1 0.2 -0.2
N 0.0 0.0 -0.1

Computed properties:
E_tot (a.u.): -1019.044330
HOMO level (eV): -7.70
SMILES: CCn1c(C)c(C)c2cc(C(=O)NCCCN3CCCC3)ccc21
Energy relative to the best compared isomer or geometry (same formula, charge and spin) (eV): 0.642
2S+1: 1
HOMO-LUMO gap (eV): 8.45
Largest force on an atom (eV/Å): 0.57


Number 1: molecular weight 104.18 u. Number 2: molecular weight 327.47 u.